# 1
Entry from the Open Molecules 2025 dataset: a cluster of 5 separate species, C2H14O4 in total (wB97M-V/def2-TZVPD).

HOMO level	-10.756	eV
SMILES string	CC.O.O.O.O
HOMO-LUMO gap	0.4115	Ha

Geometry as XYZ:
```
20
Properties=species:S:1:pos:R:3:forces:R:3:lowdin_charge:R:1
C -2.8531 1.0361 -2.2557 0.7 0.1 -0.3 -0.173
C -2.7252 2.0554 -3.3816 -0.6 0.2 -0.8 -0.184
H -3.0268 0.0303 -2.6485 -0.1 0.1 0.1 0.061
H -3.6643 1.3099 -1.5884 0.0 -0.1 0.2 0.059
H -1.9105 1.0056 -1.6947 -0.3 -0.1 0.1 0.059
H -2.2948 3.0038 -3.0594 0.1 -0.1 0.1 0.060
H -2.1799 1.7017 -4.2620 0.4 -0.1 0.4 0.061
H -3.7000 2.3058 -3.8150 -0.1 0.0 0.3 0.058
O 1.9676 0.9901 3.3243 0.2 -0.2 0.1 -0.055
H 1.5772 1.0201 2.4445 -0.1 0.2 0.1 0.041
H 1.6156 1.7288 3.8309 -0.1 0.0 -0.2 0.042
O 4.3022 -2.9240 0.2683 0.2 0.0 0.2 -0.076
H 3.9451 -2.9501 1.1698 -0.1 0.2 -0.3 0.000
H 5.1056 -2.3941 0.3336 -0.2 -0.1 0.0 0.028
O -1.1306 -0.7394 1.0196 0.1 0.0 -0.1 -0.068
H -1.2187 -1.4025 0.3184 0.0 0.2 0.4 0.042
H -1.5306 -1.1068 1.8159 0.0 -0.1 -0.3 0.033
O 2.6906 -1.8825 2.5636 0.3 -0.3 0.0 -0.053
H 1.7818 -1.5895 2.6671 0.1 0.2 0.1 0.028
H 3.2489 -1.1989 2.9494 -0.3 0.1 0.1 0.037
```
Forces are in eV/Å.

***

# 2
Entry from the Open Molecules 2025 dataset: a cluster of 5 separate species, C2H14O4 in total in a non-equilibrium geometry (wB97M-V/def2-TZVPD).

HOMO level (spin up / spin down)	-15.844 / -15.585	eV
total charge	+1
multiplicity	2
HOMO-LUMO gap (spin up / spin down)	0.4544 / 0.1710	Ha

Geometry as XYZ:
```
20
Properties=species:S:1:pos:R:3:forces:R:3:mulliken_spin:R:1
C -0.9104 1.5045 -1.8431 0.2 -0.3 0.0 0.018
C 0.2789 0.7184 -2.3719 1.2 0.5 -0.1 0.004
H -0.7617 2.2607 -1.0683 0.6 -0.2 -0.1 0.002
H -1.6332 0.8239 -1.4136 -0.7 -0.1 -0.1 0.006
H -1.2645 2.0384 -2.7082 -0.9 0.1 -0.1 0.000
H 1.0177 0.3820 -1.6087 -0.4 0.0 -0.4 0.000
H 0.0389 -0.0907 -3.0780 -0.3 0.1 0.6 0.000
H 0.8245 1.4243 -3.0122 0.3 -0.2 0.3 0.005
H 1.9750 2.0043 1.5708 0.5 -0.5 0.3 0.000
H 0.5407 1.8539 1.5730 -0.3 -0.5 0.4 0.000
O 1.3200 1.3396 1.8396 -0.3 1.1 -0.8 0.002
H 0.8005 -1.5731 0.7349 0.6 -0.2 0.7 -0.023
H -0.1020 -0.9227 -0.3903 0.0 -0.1 -0.1 -0.017
O -0.1315 -1.6096 0.3186 -0.3 0.3 -0.8 0.702
H -3.2519 -0.3357 -0.7369 -0.1 0.0 -0.2 -0.011
H -2.3316 -1.4893 -0.2247 -0.3 -0.4 -0.1 -0.008
O -2.7473 -0.6563 0.0247 0.4 0.1 0.4 0.320
H 1.3741 -0.6538 2.0644 1.0 -0.5 0.6 0.001
H 2.7433 -0.7167 1.5107 0.1 -0.5 0.0 0.000
O 2.0632 -1.3342 1.8327 -1.5 1.2 -0.7 0.000
```
Forces are in eV/Å.

***

# 3
Entry from the Open Molecules 2025 dataset: a cluster of 5 separate species, C2H14O4S in total in a non-equilibrium geometry (wB97M-V/def2-TZVPD).

HOMO level (spin up / spin down)	-13.850 / -13.848	eV
total charge	+1
multiplicity	2
HOMO-LUMO gap (spin up / spin down)	0.3729 / 0.1843	Ha

Geometry as XYZ:
```
21
Properties=species:S:1:pos:R:3:forces:R:3:mulliken_spin:R:1
C -0.5862 1.9844 -1.9320 2.5 1.4 -1.6 0.039
C -1.2556 0.6993 -1.6841 -2.2 -2.0 -0.8 -0.025
S -2.3064 0.6086 -0.1811 1.0 -0.8 -0.3 0.934
H -0.4213 2.1800 -3.0806 0.0 -0.8 2.3 0.000
H -1.1251 2.8482 -1.6217 -0.9 0.6 0.3 -0.001
H 0.3546 2.0433 -1.3518 -0.2 -0.1 -0.6 0.004
H -0.6884 -0.2855 -1.7362 -0.5 1.5 0.3 -0.012
H -2.0641 0.6621 -2.4893 0.5 -0.5 0.8 0.069
H -3.0843 1.6748 -0.3640 -0.1 0.5 -0.3 -0.010
H 1.4344 -2.7930 -1.0876 0.4 0.9 -0.3 0.000
H 2.0942 -1.4132 -0.4866 0.5 3.2 -1.1 0.000
O 1.8777 -2.2924 -0.3932 -0.9 -4.2 1.1 0.000
H -0.2862 0.4082 3.9765 0.9 -0.2 -1.5 0.000
H -0.4019 -0.4890 2.7151 0.0 -0.8 -0.1 0.000
O 0.1375 0.2077 3.0937 -0.8 0.9 1.4 0.004
H 2.5763 0.6841 0.7139 -1.1 -0.6 -0.1 0.000
H 1.1927 0.2646 1.4311 1.9 -0.3 -2.4 -0.001
O 1.7493 0.1708 0.5337 -0.8 1.4 2.7 -0.001
H 0.7095 -1.9765 0.7725 -1.7 -0.2 1.7 0.001
H 0.1429 -3.0887 1.6747 -0.8 2.4 -0.1 0.000
O -0.0494 -2.0977 1.4969 2.1 -2.2 -1.6 -0.001
```
Forces are in eV/Å.

***

# 4
Entry from the Open Molecules 2025 dataset: a cluster of 5 separate species, C2H14O5 in total (wB97M-V/def2-TZVPD).

HOMO level	-10.263	eV
SMILES string	CO.CO.O.O.O
HOMO-LUMO gap	0.3854	Ha

Geometry as XYZ:
```
21
Properties=species:S:1:pos:R:3:forces:R:3:lowdin_charge:R:1
C 1.4919 -0.8009 -2.7196 0.3 0.3 0.3 -0.126
O 1.6753 -0.3425 -1.3689 -0.2 -0.2 -0.2 -0.140
H 2.0867 -1.6918 -2.9183 -0.1 -0.1 0.0 0.079
H 0.4382 -1.0282 -2.8483 -0.1 -0.1 0.0 0.076
H 1.7771 -0.0204 -3.4282 0.0 0.0 0.0 0.078
H 2.5752 -0.5313 -1.0934 0.0 0.1 -0.1 0.078
C -0.9156 -1.7631 0.5998 -0.4 0.2 -0.5 -0.172
O -1.3695 -2.7907 1.4714 0.3 0.1 0.0 -0.117
H -0.9220 -2.0917 -0.4493 0.0 -0.1 0.1 0.075
H -1.5529 -0.8781 0.6680 0.1 0.0 0.1 0.076
H 0.1036 -1.4620 0.8255 0.0 -0.2 0.3 0.061
H -2.3287 -2.7888 1.4321 0.0 -0.1 0.0 0.072
O 1.1213 1.1296 2.5029 0.2 0.0 0.0 -0.039
H 0.7228 0.8456 3.3310 -0.1 0.0 0.0 0.058
H 1.8467 0.5163 2.3506 0.0 0.0 0.1 0.049
O -2.5734 3.1892 0.6207 0.0 0.0 0.1 -0.081
H -1.8215 2.5976 0.4520 -0.1 0.0 -0.1 -0.020
H -2.2654 4.0571 0.3482 0.0 0.0 0.0 0.024
O -0.3540 1.5066 0.0422 0.1 0.1 0.0 -0.062
H -0.0573 0.8102 -0.5538 0.1 0.1 0.0 0.016
H 0.3216 1.5372 0.7355 -0.2 -0.1 0.1 0.015
```
Forces are in eV/Å.

***

ΔE to the lowest compared entry with this formula, charge and spin across the listed records, respectively: 56.7; 11.7; 73.7; 129.1 kJ/mol.